Molecular formula: C3H21N3O6
Method: DFT, ωB97M-V/def2-TZVPD

Last column: Löwdin charge in e.
CARTESIAN COORDINATES (ANGSTROEM)
C 1.717 -1.387 1.899  -0.0899
C 0.586 -1.972 1.047  -0.2571
N -0.033 -0.985 0.129  0.0055
C -0.965 -1.541 -0.785  -0.5770
N -2.104 -1.925 -0.127  0.1517
N -0.765 -1.352 -2.027  0.1104
H 1.655 -2.008 2.803  0.0814
H 2.680 -1.128 1.479  0.0779
H 1.450 -0.457 2.416  0.0592
H -0.152 -2.272 1.799  0.0992
H 0.986 -2.905 0.631  0.1095
H 0.754 -0.442 -0.187  0.1053
H -1.986 -2.129 0.846  0.0820
H -2.749 -2.519 -0.578  0.0826
H -1.477 -1.677 -2.665  0.0430
H 3.190 2.202 -0.033  0.0310
H 1.785 2.951 0.087  -0.0098
O 2.343 2.225 0.402  -0.0817
H 0.597 1.700 1.471  -0.0012
H -0.295 0.490 1.549  0.0358
O -0.093 1.334 2.014  -0.0636
H -0.482 -3.677 -2.407  0.0260
H -0.552 -4.344 -1.014  0.0570
O -1.091 -3.983 -1.745  -0.0740
H -0.314 4.183 0.714  0.0420
H -0.342 3.048 -0.219  0.0457
O 0.205 3.827 -0.008  -0.0604
H 1.387 0.601 -2.559  0.0251
H 2.067 1.930 -2.737  0.0519
O 1.737 1.337 -2.040  -0.0734
H -2.547 2.069 0.742  0.0626
H -1.477 2.438 1.722  0.0091
O -2.122 2.882 1.115  -0.1061

Results
SMILES string	[H]/N=C(\N)NCC.O.O.O.O.O.O
total charge	0
orbital gap	9.861	eV
energy relative to the best compared isomer or geometry (same formula, charge and spin)	0.0	kcal/mol
E_HOMO	-9.435	eV

---

Molecular formula: C3H22F3Hf2O20S3
Method: DFT, ωB97M-V/def2-TZVPD

Last column: Löwdin charge in e.
CARTESIAN COORDINATES (ANGSTROEM)
Hf -18.504 1.701 6.989  2.3414
Hf -18.213 6.428 3.819  2.2969
S -16.561 3.847 5.962  0.3814
O -16.997 4.822 4.949  -0.3505
O -17.509 3.762 7.022  -0.3691
O -16.746 2.454 5.692  -0.3371
O -15.202 4.087 6.436  -0.2674
S -20.026 4.227 4.799  0.3322
O -21.482 4.150 4.559  -0.1883
O -19.618 3.127 5.684  -0.3928
O -19.223 4.275 3.570  -0.3573
O -19.735 5.536 5.277  -0.3421
C -16.506 8.625 7.782  -0.6234
F -16.184 9.700 7.134  0.1961
F -15.637 7.680 7.470  0.1308
F -16.483 8.879 9.120  0.1678
S -18.246 7.974 7.155  0.6333
O -19.208 9.095 7.344  -0.2355
O -17.934 7.548 5.763  -0.4590
O -18.566 6.866 8.025  -0.2826
O -14.544 3.905 9.063  -0.0150
H -14.151 4.651 9.516  0.0874
H -14.425 4.099 8.133  0.0089
O -15.967 7.008 4.063  -0.0924
H -15.341 6.484 4.563  0.0155
H -15.486 7.802 3.832  0.1260
O -17.002 -0.157 6.105  -0.0325
H -16.912 -1.020 6.508  0.1060
H -16.179 -0.024 5.635  0.1027
O -16.533 1.713 8.329  -0.0501
H -15.869 2.402 8.345  0.0557
H -16.144 0.992 8.823  0.1245
O -13.956 6.114 5.499  -0.0137
H -14.335 5.314 5.864  -0.0276
H -13.350 6.422 6.174  0.0908
O -18.981 2.986 9.059  -0.0341
H -18.744 3.867 9.351  0.0698
H -19.323 2.557 9.844  0.1099
O -16.911 5.357 2.109  -0.0376
H -16.475 4.517 2.250  0.1087
H -16.333 5.830 1.510  0.1125
O -17.102 5.221 9.756  -0.0215
H -17.601 5.528 8.999  -0.0286
H -16.337 4.786 9.379  -0.0098
C -11.335 1.494 4.708  -0.0513
C -12.236 2.580 5.372  -0.3510
O -13.530 2.174 5.457  -0.0846
H -11.518 0.621 5.335  0.0706
H -10.264 1.691 4.773  0.0827
H -11.532 1.180 3.683  0.0755
H -12.297 3.447 4.714  0.1024
H -11.740 2.954 6.268  0.1177
H -14.063 2.855 5.874  0.0077

Results
total charge	+3
orbital gap	3.992	eV
energy relative to the best compared isomer or geometry (same formula, charge and spin)	61.3	kcal/mol
E_HOMO	-16.819	eV

---

no.,energy (hartree)
1,-742.585546
2,-3221.500732